Record 1
ORCA calculation (ωB97M-V with the def2-TZVPD basis set) on a structure of composition C18H36CsF3N3O4P2.

Total charge: +1
Spin multiplicity: 1
LUMO energy: -3.49 eV
E: -59174.414 eV
HOMO-LUMO gap: 5.73 eV
F_max: 0.2498 Eh/bohr

Cartesian coordinates (Å):
Cs  1.25  2.31  -0.96
P  -0.65  -1.89  2.89
P  -0.61  0.19  1.84
F  -3.42  2.82  2.25
F  -4.34  2.42  4.17
F  -2.18  2.61  4.00
O  -0.33  -2.71  -0.98
O  -4.39  0.00  3.43
O  -0.37  -1.77  4.36
O  3.15  0.27  4.77
N  -2.38  -0.97  -4.82
N  -0.29  -1.17  -5.34
N  3.37  0.89  2.58
C  4.69  1.06  1.97
C  2.78  2.17  2.97
C  -3.83  -0.75  -4.94
C  -1.50  -0.90  -5.82
C  0.52  2.92  1.94
C  0.95  -1.26  -6.14
C  1.22  -2.69  -6.59
C  -3.12  0.58  3.19
C  -0.98  -1.93  -0.31
C  3.64  -1.49  3.23
C  -0.32  1.93  1.08
C  -0.60  -0.53  -0.05
C  -2.53  0.28  1.81
C  -3.29  2.10  3.41
C  3.38  -0.06  3.64
C  -1.71  -1.30  -3.67
C  -0.40  -1.43  -3.99
C  2.06  2.84  1.78
H  0.26  -2.73  2.20
H  5.07  0.11  1.58
H  -2.93  -0.70  1.49
H  -1.22  2.43  0.72
H  2.07  1.95  3.77
H  3.21  -1.69  2.24
H  -1.95  -2.26  0.12
H  -2.40  0.28  3.96
H  2.33  2.25  0.92
H  3.54  2.84  3.40
H  5.43  1.46  2.68
H  -1.73  -0.67  -6.84
H  0.83  -0.58  -6.98
H  -2.87  1.01  1.07
H  -0.52  0.70  3.18
H  -2.21  -1.45  -2.73
H  0.43  -0.46  -0.41
H  -4.27  -0.89  -3.96
H  1.33  -3.35  -5.74
H  0.26  2.79  3.00
H  -4.28  -0.96  3.37
H  -1.85  -2.60  2.61
H  0.21  3.92  1.66
H  3.20  -2.14  3.98
H  4.62  1.76  1.13
H  4.72  -1.69  3.19
H  1.75  -0.88  -5.51
H  -4.25  -1.47  -5.63
H  0.45  -1.71  -3.40
H  0.41  -3.06  -7.22
H  0.86  0.00  1.82
H  2.14  -2.71  -7.17
H  -1.24  0.08  -0.69
H  -4.02  0.27  -5.28
H  0.33  1.79  0.17
H  2.48  3.82  1.59

---

Record 2
ORCA calculation (ωB97M-V with the def2-TZVPD basis set) on a structure of composition C14H35InN3S2.

Total charge: +3
Spin multiplicity: 1
LUMO energy: -11.66 eV
E: -46371.766 eV
HOMO-LUMO gap: 5.79 eV
F_max: 0.0363 Eh/bohr

Cartesian coordinates (Å):
In  0.64  -0.77  0.14
S  0.02  -1.62  2.50
S  1.30  -1.59  -2.33
N  2.07  0.88  -0.87
N  -1.49  -1.52  -0.49
N  -0.16  1.28  1.50
C  1.94  1.90  0.21
C  0.45  1.36  2.83
C  -0.49  -1.66  -2.78
C  1.81  -3.31  -2.05
C  -2.99  3.76  -0.75
C  -1.81  4.32  -0.40
C  0.54  -3.35  2.56
C  1.69  1.46  -2.17
C  -1.76  -1.70  1.99
C  0.51  2.24  0.57
C  -1.42  -2.30  -1.77
C  3.44  0.35  -0.94
C  -1.59  1.64  1.62
C  -2.07  -2.32  0.63
H  -1.08  -3.31  -1.53
H  1.62  -3.33  2.78
H  3.51  -0.38  -1.77
H  -3.77  3.56  -0.01
H  -2.44  -2.37  -2.20
H  -2.02  1.12  2.49
H  -1.08  4.63  -1.15
H  4.18  1.16  -1.08
H  1.45  0.93  2.82
H  -1.65  -3.33  0.60
H  -2.16  -2.30  2.81
H  -0.13  2.30  -0.33
H  -0.01  -3.75  3.41
H  1.16  -3.88  -1.36
H  -3.26  3.59  -1.79
H  -2.13  -0.73  -0.66
H  -1.71  2.73  1.69
H  -3.16  -2.39  0.49
H  2.50  1.48  1.07
H  -1.60  4.61  0.63
H  -2.20  -0.70  2.07
H  1.81  -3.74  -3.07
H  -2.16  1.31  0.75
H  2.44  2.81  -0.13
H  0.49  2.40  3.19
H  1.93  0.73  -2.96
H  0.34  -3.91  1.63
H  0.50  3.25  1.03
H  0.61  1.65  -2.23
H  -0.80  -0.63  -3.02
H  3.67  -0.19  -0.01
H  2.22  2.41  -2.33
H  -0.41  -2.24  -3.70
H  2.84  -3.28  -1.67
H  -0.15  0.74  3.53

---

Record 3
ORCA calculation (ωB97M-V with the def2-TZVPD basis set) on the molecule C3H5NO2.

Spin multiplicity: 1
SMILES: N/C=C\C(=O)O
LUMO energy: 0.68 eV
E: -8775.901 eV
HOMO-LUMO gap: 9.47 eV
Relative energy (zero: lowest compared OMol25 entry of this formula, charge and spin): 1.793 eV
F_max: 0.1010 Eh/bohr

Cartesian coordinates (Å):
O  0.81  1.35  0.20
O  2.55  -0.30  -0.22
N  -1.49  0.46  -0.27
C  0.42  -1.05  0.13
C  1.33  0.02  -0.12
C  -0.87  -0.68  0.06
H  -1.52  -1.50  0.14
H  -1.03  1.42  -0.08
H  1.71  1.85  0.10
H  0.53  -2.04  0.28
H  -2.45  0.48  -0.23